Record 1
This record from the Open Molecules 2025 dataset describes the molecule C2H6N2O at a distorted geometry. The level of theory is ωB97M-V/def2-TZVPD.

Calculated values
SMILES = NCNC=O
Charge = 0

Element x y z (Å)
N (0.999962, 1.357572, -0.273788)
C (0.924335, -0.030284, -0.747594)
N (-0.437199, -0.575404, -0.712789)
C (-1.068487, -0.672616, 0.508830)
O (-0.586967, -0.379047, 1.574697)
H (1.816736, 1.846376, -0.613964)
H (0.219795, 1.879239, -0.669009)
H (1.264534, -0.129105, -1.773647)
H (1.403631, -0.598792, 0.035834)
H (-1.000380, -0.195254, -1.449213)
H (-2.097182, -1.058443, 0.488456)

Atoms 1-6, force components in eV/Å:
N -0.779 0.495 -0.414
C -0.845 0.324 1.028
N 0.551 0.794 0.038
C -0.286 0.390 0.566
O 0.399 -0.413 -0.105
H 0.307 -0.255 -0.034

These are the Löwdin partial charges, in e, on atoms 1 to 5: atom 1 (N): 0.0058, atom 2 (C): -0.2699, atom 3 (N): 0.0075, atom 4 (C): -0.3630, atom 5 (O): 0.0380

Record 2
This record from the Open Molecules 2025 dataset describes the molecule C2H6N2O at a distorted geometry. The level of theory is ωB97M-V/def2-TZVPD.

Calculated values
SMILES = [H]/N=C/NOC
Charge = 0

Element x y z (Å)
H (-2.413952, 1.102051, -0.385173)
N (-1.440536, 0.853882, -0.350066)
C (-1.289237, -0.366635, -0.078953)
N (-0.021902, -0.922074, 0.101519)
O (1.013955, -0.193960, -0.427235)
C (1.549320, 0.610134, 0.599632)
H (-2.092017, -1.111119, 0.065106)
H (0.029507, -1.885696, -0.169867)
H (2.013848, -0.047754, 1.409257)
H (0.736843, 1.245492, 0.992397)
H (2.290693, 1.265066, 0.121904)

Atoms 1-6, force components in eV/Å:
H -0.413 0.047 -0.057
N 0.198 0.237 0.073
C 0.268 -0.424 -0.075
N -1.278 -0.095 0.249
O 0.439 -0.105 -0.493
C 0.376 0.063 0.977

These are the Löwdin partial charges, in e, on atoms 1 to 5: atom 1 (H): 0.0367, atom 2 (N): 0.0976, atom 3 (C): -0.2942, atom 4 (N): -0.0552, atom 5 (O): -0.1862

Record 3
This record from the Open Molecules 2025 dataset describes a cluster of 2 separate species, C2H6N2O in total. The level of theory is ωB97M-V/def2-TZVPD.

Calculated values
SMILES = [H]/N=C/N.C=O
Charge = 0

Element x y z (Å)
H (-2.297963, -0.666825, -1.958533)
N (-1.684613, 0.133780, -1.842238)
C (-0.542755, -0.261277, -1.472636)
N (0.539487, 0.628766, -1.458057)
H (-0.384712, -1.330683, -1.350432)
H (1.280804, 0.400987, -0.821986)
H (0.769874, 0.956168, -2.386434)
C (0.595756, 0.061472, 2.850554)
O (-0.427365, 0.651530, 2.667087)
H (0.686878, -0.732823, 3.600443)
H (1.464610, 0.158905, 2.172231)

Atoms 1-6, force components in eV/Å:
H -0.145 -0.008 0.165
N -0.020 0.253 -0.253
C -0.268 0.152 -0.859
N -0.680 -0.371 0.265
H 0.508 -0.140 0.661
H 0.386 -0.087 -0.417

These are the Löwdin partial charges, in e, on atoms 1 to 5: atom 1 (H): 0.0328, atom 2 (N): 0.0719, atom 3 (C): -0.3888, atom 4 (N): 0.0426, atom 5 (H): 0.1025

Record 4
This record from the Open Molecules 2025 dataset describes the molecule C2H6N2O at a distorted geometry. The level of theory is ωB97M-V/def2-TZVPD.

Calculated values
SMILES = CO/C=N\N
Charge = 0

Element x y z (Å)
C (1.855112, -0.076187, -0.018100)
O (0.429435, -0.402615, 0.006149)
C (-0.351936, 0.697641, 0.039553)
N (-1.670057, 0.726910, 0.001094)
N (-2.289124, -0.467251, 0.075248)
H (2.167841, 0.636106, -0.840272)
H (2.462502, -1.001221, -0.013297)
H (2.131554, 0.210655, 0.963373)
H (0.281436, 1.634178, 0.126099)
H (-3.268107, -0.564267, -0.297628)
H (-1.748651, -1.393951, -0.042216)

Atoms 1-6, force components in eV/Å:
C -0.105 -0.975 -0.474
O 0.958 -0.533 -0.358
C -1.657 1.971 -0.052
N 3.645 0.095 0.058
N -1.004 -3.573 -0.471
H -0.575 -0.843 1.017

These are the Löwdin partial charges, in e, on atoms 1 to 5: atom 1 (C): -0.0721, atom 2 (O): -0.1390, atom 3 (C): -0.2770, atom 4 (N): -0.0598, atom 5 (N): -0.0667

LUMO
In order: 0.870; 0.979; 0.663; 0.958
Unit: eV
Calculated total energy
In order: -264.54406; -264.47173; -264.49667; -264.47312
Unit: Ha
Highest occupied orbital energy
In order: -9.421; -9.401; -9.568; -7.889
Unit: eV